Record 1
{
  "formula": "C2ClN6O4",
  "method": "the ωB97M-V functional and the def2-TZVPD basis",
  "species": ["O", "N", "O", "C", "C", "N", "N", "N", "N", "Cl", "N", "O", "O"],
  "positions_angstrom": [[-0.44411, -2.70455, -0.96462], [-0.49348, -1.75041, -0.20868], [-1.35555, -1.65315, 0.67522], [0.41122, -0.68231, -0.27998], [-0.16752, 0.51968, 0.33858], [0.48046, 1.17660, 1.25257], [-0.26677, 2.19860, 1.66383], [-1.36621, 2.21983, 1.05008], [-1.40375, 1.20343, 0.18292], [-2.97695, 1.18211, -0.72067], [1.13187, -0.48627, -1.45199], [1.50005, -1.44537, -2.11676], [1.38698, 0.68276, -1.76008]],
  "mulliken_charge": [-0.640, 0.900, -0.665, -0.293, 0.589, -0.165, -0.534, -0.212, 0.385, -0.026, 0.972, -0.650, -0.662],
  "fmax_ev_per_a": 3.0,
  "e_above_lowest_kj_mol": 72.4,
  "homo_energy_ev": -5.57,
  "charge": -1,
  "gap_ev": 7.607,
  "smiles": "O=[N+]([O-])C(c1nnnn1Cl)=[N+]([O-])[O-]"
}

---

Record 2
{
  "formula": "C36H39CoN5P2S3",
  "method": "the ωB97M-V functional and the def2-TZVPD basis",
  "species": ["Co", "S", "P", "C", "P", "S", "C", "C", "C", "C", "C", "C", "C", "C", "C", "C", "C", "C", "C", "C", "C", "C", "C", "C", "C", "C", "C", "C", "C", "C", "H", "H", "H", "H", "H", "H", "H", "H", "H", "H", "H", "H", "H", "H", "H", "H", "H", "H", "H", "H", "N", "C", "C", "N", "C", "C", "N", "H", "H", "H", "H", "H", "H", "H", "H", "H", "H", "H", "H", "H", "N", "C", "N", "C", "C", "C", "C", "C", "C", "S", "H", "H", "H", "H", "H", "H"],
  "positions_angstrom": [[0.31050, 0.26457, -0.48422], [-2.16876, 1.08926, -0.70211], [-1.57712, 1.33743, 1.23846], [0.00577, 0.75560, 1.45389], [0.77081, -0.21947, 2.66759], [1.45282, -2.04708, 2.17478], [-0.34248, -0.35848, 4.11169], [-0.55307, 0.73252, 4.95220], [-1.41063, 0.64038, 6.03605], [-2.07403, -0.55181, 6.29187], [-1.86893, -1.64472, 5.46305], [-1.00408, -1.55027, 4.38072], [2.26144, 0.54330, 3.40079], [2.60014, 0.25397, 4.72259], [3.81991, 0.62639, 5.25572], [4.73995, 1.28675, 4.43965], [4.42074, 1.55894, 3.13215], [3.16710, 1.21808, 2.56868], [-1.62422, 3.14887, 1.57734], [-2.01436, 4.05872, 0.59985], [-1.97173, 5.42643, 0.84562], [-1.56933, 5.90153, 2.08348], [-1.18970, 5.00231, 3.07131], [-1.19791, 3.64260, 2.80895], [-2.93348, 0.66164, 2.27025], [-3.46632, -0.57276, 1.89505], [-4.50167, -1.14983, 2.60861], [-5.01472, -0.50548, 3.72725], [-4.49168, 0.71714, 4.11200], [-3.46379, 1.30308, 3.38320], [-0.00137, 1.64844, 4.78285], [-1.55485, 1.49491, 6.68595], [-2.73689, -0.63215, 7.14432], [-2.37185, -2.58168, 5.66742], [-0.81817, -2.40798, 3.74551], [1.89426, -0.29333, 5.33614], [4.06433, 0.39358, 6.28355], [5.70946, 1.57105, 4.83054], [5.12695, 2.09579, 2.50584], [3.25154, 0.76468, 1.58436], [-2.35388, 3.68645, -0.35792], [-2.25126, 6.12056, 0.06257], [-1.54083, 6.96653, 2.27672], [-0.86515, 5.36204, 4.04002], [-0.85464, 2.95382, 3.56815], [-3.08611, -1.07122, 1.01133], [-4.91797, -2.09565, 2.28545], [-5.82832, -0.95018, 4.28627], [-4.88472, 1.22629, 4.98315], [-3.09636, 2.27407, 3.68310], [2.57573, -0.12094, -0.85363], [2.79354, -0.11924, -2.30077], [1.81826, -1.10526, -2.90569], [0.45138, -0.82102, -2.43217], [-0.42167, -2.01489, -2.48045], [-1.29117, -2.07498, -1.23358], [-0.47393, -1.58835, -0.11949], [3.21110, 0.53633, -0.41640], [2.78830, -1.02562, -0.43597], [3.81616, -0.39352, -2.57899], [2.59396, 0.88494, -2.67909], [2.09650, -2.10127, -2.55270], [1.87310, -1.10692, -3.99819], [0.07463, -0.10269, -3.03724], [0.21805, -2.89912, -2.50420], [-1.03145, -2.02725, -3.38616], [-1.64373, -3.09721, -1.06699], [-2.15308, -1.41986, -1.33756], [0.31340, -2.20939, 0.05760], [-0.98604, -1.58168, 0.75631], [-0.08696, 2.00803, -3.03186], [0.66087, 2.76338, -2.14817], [0.96124, 2.35591, -0.94804], [1.57395, 3.41798, -0.23960], [1.83640, 3.43933, 1.14136], [2.16936, 4.69248, 1.67779], [2.38671, 5.82530, 0.91542], [2.20744, 5.78064, -0.45867], [1.75681, 4.58351, -0.99555], [1.15410, 4.36102, -2.60463], [-0.93038, 1.68520, -2.54269], [-0.31778, 2.50799, -3.87924], [1.07264, 2.85172, 1.65129], [2.30695, 4.74281, 2.75321], [2.66893, 6.75542, 1.39191], [2.34965, 6.65499, -1.07899]],
  "mulliken_charge": [-0.175, -1.004, 1.499, 0.681, 2.097, -0.625, -0.523, 0.032, -0.865, -0.519, -0.765, -0.671, 0.005, -0.747, -0.730, -0.793, -0.628, 0.914, 0.057, -0.818, -0.706, -0.742, -0.736, 0.365, 0.785, -0.351, -0.952, -0.577, -0.810, -0.199, 0.643, 0.398, 0.389, 0.412, 0.411, 0.369, 0.428, 0.377, 0.467, -0.461, 0.482, 0.431, 0.395, 0.443, 0.053, 0.199, 0.437, 0.381, 0.441, 0.364, -0.432, -0.842, -0.802, 0.119, -1.048, -0.481, -0.132, 0.159, 0.258, 0.522, 0.233, 0.486, 0.303, 0.172, 0.361, 0.306, 0.535, 0.424, 0.087, 0.050, -0.217, -0.211, 1.223, -1.731, 1.118, -0.757, -0.755, -0.438, 1.219, -0.395, -0.029, 0.305, -0.486, 0.482, 0.427, 0.408],
  "fmax_ev_per_a": 3.2,
  "e_above_lowest_kj_mol": 241.5,
  "homo_energy_ev": [-6.50, -6.46],
  "spin_multiplicity": 2,
  "s2": 0.784,
  "gap_ev": [6.737, 6.692]
}

---

Record 3
{
  "formula": "C24H22BN8PtTe",
  "method": "the ωB97M-V functional and the def2-TZVPD basis",
  "species": ["Pt", "C", "C", "N", "N", "C", "B", "N", "C", "C", "C", "N", "N", "C", "C", "C", "N", "N", "C", "C", "C", "N", "H", "H", "H", "H", "H", "H", "H", "H", "H", "H", "H", "H", "Te", "C", "C", "C", "C", "C", "C", "C", "C", "C", "C", "C", "C", "H", "H", "H", "H", "H", "H", "H", "H", "H", "H"],
  "positions_angstrom": [[-0.43747, 0.22947, 0.27781], [0.95218, -3.14019, -2.24253], [0.86892, -1.77367, -1.96959], [0.26410, -1.58073, -0.80037], [-0.06198, -2.79745, -0.30245], [0.35256, -3.75103, -1.15994], [-0.61793, -2.80640, 1.12829], [-2.02465, -2.18979, 1.13447], [-3.21740, -2.71112, 1.50336], [-4.20474, -1.78590, 1.24209], [-3.52907, -0.68717, 0.70318], [-2.22910, -0.94861, 0.63698], [0.36746, -1.95238, 2.01691], [0.83655, -2.66216, 3.18930], [0.67750, -1.65177, 4.27320], [0.36470, -0.49303, 3.63314], [0.17751, -0.70745, 2.29290], [-0.55854, -4.09297, 1.94741], [-1.04302, -5.34468, 1.95153], [-0.64226, -5.98319, 3.11745], [0.11393, -5.06132, 3.82695], [0.13283, -3.92743, 3.11416], [1.39298, -3.61112, -3.10435], [1.22866, -0.94643, -2.55891], [0.20765, -4.80455, -0.97950], [-3.31391, -3.68998, 1.94359], [-5.26464, -1.88526, 1.40248], [-3.94402, 0.24687, 0.36154], [1.92519, -2.86128, 3.11663], [0.90713, -1.79494, 5.32206], [0.24835, 0.49231, 4.06041], [-1.63522, -5.73595, 1.13756], [-0.85838, -6.99391, 3.42357], [0.62774, -5.16700, 4.77132], [-0.58707, 2.26869, -1.72984], [-0.86746, 4.36083, -2.03629], [-0.10867, 5.26179, -1.26261], [-0.31581, 6.61262, -1.45271], [-1.16343, 7.06584, -2.46730], [-1.90032, 6.14775, -3.23456], [-1.74416, 4.79135, -3.04226], [1.48663, 2.31660, -1.85726], [2.22743, 1.52770, -0.95302], [3.59765, 1.52312, -1.01944], [4.23745, 2.25038, -2.03848], [3.50789, 3.02010, -2.94544], [2.13194, 3.07307, -2.85568], [0.62255, 4.92976, -0.53666], [0.17984, 7.32068, -0.80096], [-1.27293, 8.12849, -2.64420], [-2.61547, 6.50504, -3.96442], [-2.27931, 4.10216, -3.68388], [1.70965, 0.95745, -0.17154], [4.18608, 0.96696, -0.30263], [5.31490, 2.18790, -2.13140], [4.01863, 3.58274, -3.71563], [1.57038, 3.66919, -3.56448]],
  "mulliken_charge": [1.596, -1.145, 0.007, -1.313, 1.123, -0.146, -0.408, 1.241, -0.022, -1.059, 0.001, -1.512, 0.927, -0.047, -0.346, -0.586, -0.786, -0.041, -0.108, -0.908, 0.015, 0.036, 0.460, 0.506, 0.484, 0.525, 0.465, 0.459, 0.218, 0.503, 0.557, 0.585, 0.506, 0.524, 0.711, 0.472, -0.130, -0.664, -0.327, -0.588, -0.407, 0.756, -0.082, -0.928, -0.432, -0.732, -0.296, 0.451, 0.434, 0.456, 0.432, 0.359, 0.323, 0.438, 0.462, 0.456, 0.527],
  "fmax_ev_per_a": 2.0,
  "e_above_lowest_kj_mol": 135.7,
  "homo_energy_ev": [-19.84, -19.78],
  "spin_multiplicity": 2,
  "s2": 0.777,
  "charge": 4,
  "gap_ev": [4.386, 4.372]
}

---

Record 4
{
  "formula": "C4H7FO2S",
  "method": "the ωB97M-V functional and the def2-TZVPD basis",
  "species": ["C", "S", "O", "O", "C", "C", "C", "F", "H", "H", "H", "H", "H", "H", "H"],
  "positions_angstrom": [[0.97692, -1.80892, 0.18938], [1.31789, 0.11412, 0.53616], [2.01097, 0.19014, 1.76930], [1.55256, 0.76946, -0.69764], [-0.27721, 0.93226, 1.08903], [-1.30712, 1.06215, 0.27400], [-1.41775, 0.55882, -1.21619], [-1.22495, -0.62202, -1.19262], [1.87238, -2.31026, -0.24915], [0.83142, -2.24837, 1.14741], [0.18915, -1.83181, -0.57341], [-0.06116, 1.32683, 2.07759], [-1.92770, 1.99282, 0.41585], [-2.01303, 0.83644, -1.95244], [-0.52237, 1.03832, -1.61727]],
  "mulliken_charge": [-0.825, 1.087, -0.622, -0.584, -0.476, -0.250, -0.454, -0.264, 0.328, 0.340, 0.272, 0.452, 0.246, 0.489, 0.262],
  "fmax_ev_per_a": 12.2,
  "e_above_lowest_kj_mol": 425.6,
  "homo_energy_ev": -9.83,
  "gap_ev": 10.493,
  "smiles": "CS(=O)(=O)/C=C\\CF"
}

---

Record 5
{
  "formula": "C3H3ErLiO4",
  "method": "the ωB97M-V functional and the def2-TZVPD basis",
  "species": ["O", "C", "C", "H", "H", "C", "O", "O", "Li", "Er", "O", "H"],
  "positions_angstrom": [[0.88196, 0.72776, -0.18709], [0.06160, 1.66277, -0.05021], [-1.38837, 1.23782, 0.03018], [-1.92560, 1.71776, -0.80665], [-1.80811, 1.64770, 0.96565], [2.32801, -3.27050, 0.06082], [1.30310, -2.72255, -0.01477], [3.37467, -3.74869, 0.13318], [0.15492, -1.03389, -0.14634], [0.99536, 4.40496, 0.00601], [-1.52837, -0.17766, -0.01550], [-2.44916, -0.44548, 0.02471]],
  "mulliken_charge": [-0.783, 0.157, -0.408, 0.316, 0.326, 0.726, -0.536, -0.284, 0.964, 0.764, -0.524, 0.281],
  "fmax_ev_per_a": 1.3,
  "e_above_lowest_kj_mol": 41.0,
  "homo_energy_ev": [-9.01, -9.79],
  "spin_multiplicity": 4,
  "s2": 3.754,
  "charge": 1,
  "gap_ev": [6.251, 6.062]
}